ORCA calculation (ωB97M-V/def2-TZVPD) on a cluster of 2 separate species, C15H20NO2S2 in total.

Summary:
energy relative to the best compared isomer or geometry (same formula, charge and spin)	0.0	kcal/mol
F_max	2.713	eV/Å

ORCA input file:
```
! wB97M-V def2-TZVPD RIJCOSX def2/J DEFGRID3
* xyz 1 1
C -4.32 -0.35 -2.84
C -3.59 -1.55 -2.75
C -2.23 -1.52 -2.46
C -1.58 -0.28 -2.24
C -0.20 -0.24 -1.78
S 0.75 1.20 -1.86
C 2.20 0.39 -2.63
C 2.34 -1.03 -2.10
S 0.68 -1.72 -1.73
C -2.30 0.92 -2.44
C -3.66 0.88 -2.72
H -5.40 -0.38 -2.97
H -4.09 -2.51 -2.90
H -1.67 -2.45 -2.38
H 2.01 0.38 -3.71
H 3.08 1.01 -2.42
H 2.75 -1.71 -2.85
H 2.96 -1.07 -1.20
H -1.77 1.88 -2.35
H -4.22 1.81 -2.84
C 3.98 -1.22 2.57
O 2.74 -0.58 2.93
C 1.82 -0.63 1.96
C 0.50 -0.03 2.40
C 0.59 1.13 3.41
C -0.68 1.97 3.12
C -1.30 1.32 1.85
N -0.23 0.51 1.30
O 2.01 -1.16 0.88
H 4.51 -1.35 3.52
H 3.79 -2.19 2.08
H 4.53 -0.57 1.89
H -0.04 -0.87 2.89
H 0.62 0.73 4.43
H 1.49 1.73 3.23
H -1.37 1.93 3.96
H -0.40 3.01 2.91
H -2.16 0.70 2.18
H -1.68 2.04 1.12
H -0.44 -0.13 0.55
*
```